1.
{
  "formula": "C15H31BCl10O2",
  "method": "the ωB97M-V functional and the def2-TZVPD basis",
  "symbols": ["C", "C", "C", "O", "B", "C", "C", "O", "H", "H", "H", "H", "H", "H", "H", "H", "H", "H", "H", "Cl", "C", "C", "Cl", "H", "H", "H", "H", "Cl", "C", "C", "Cl", "H", "H", "H", "H", "Cl", "C", "C", "Cl", "H", "H", "H", "H", "Cl", "C", "C", "Cl", "H", "H", "H", "H", "Cl", "C", "C", "Cl", "H", "H", "H", "H"],
  "xyz": [[2.3504, -2.7540, 0.9326], [1.6588, -1.5470, 0.2388], [0.5143, -2.0765, -0.6250], [-0.4170, -1.0653, -1.0151], [-1.4954, -0.9191, -0.1967], [-2.4395, -2.0984, 0.3083], [-3.8878, -1.7119, 0.2632], [-4.3412, -0.9054, 0.9758], [2.3172, -2.6476, 2.0117], [3.3978, -2.8008, 0.6388], [1.8807, -3.6990, 0.6647], [1.3179, -0.8593, 1.0070], [2.4083, -1.1219, -0.4227], [0.0618, -2.9381, -0.1285], [0.9629, -2.4614, -1.5381], [-1.7782, 0.1799, 0.1449], [-2.2650, -3.0585, -0.1769], [-2.2214, -2.2268, 1.3746], [-4.5385, -2.1957, -0.4866], [5.3817, -1.5781, 0.9077], [5.4200, -0.1069, 1.9212], [5.2912, -0.4057, 3.3938], [3.6727, -1.0014, 3.8342], [4.6272, 0.5536, 1.5773], [6.3778, 0.3760, 1.7329], [5.4552, 0.5076, 3.9639], [6.0195, -1.1474, 3.7135], [-0.7454, 1.0993, 2.6498], [-2.0217, 1.0718, 3.8946], [-3.3904, 1.2981, 3.3033], [-3.5826, 2.9620, 2.6901], [-1.7764, 1.8239, 4.6411], [-1.9850, 0.0919, 4.3687], [-4.1505, 1.1502, 4.0693], [-3.5928, 0.6135, 2.4824], [2.2070, -4.5536, -3.1570], [2.7394, -3.1910, -4.1756], [4.1966, -2.8649, -3.9664], [4.5121, -2.1718, -2.3550], [2.1033, -2.3357, -3.9562], [2.5748, -3.4870, -5.2107], [4.5160, -2.1225, -4.6967], [4.8200, -3.7486, -4.0800], [0.6530, 5.7816, -0.0623], [-0.8509, 5.6041, 0.8798], [-1.8041, 6.7485, 0.6503], [-1.1992, 8.2797, 1.3356], [-0.5813, 5.5141, 1.9291], [-1.3150, 4.6706, 0.5636], [-2.7540, 6.5357, 1.1388], [-1.9895, 6.9054, -0.4096], [-3.7159, -1.5736, -3.4483], [-4.4957, -0.0042, -3.7841], [-3.6631, 1.1541, -3.2976], [-3.5869, 1.2151, -1.5204], [-5.4787, -0.0108, -3.3191], [-4.6247, 0.0618, -4.8635], [-4.1051, 2.0917, -3.6327], [-2.6449, 1.0998, -3.6765]],
  "mulliken_charge": [-0.95, 0.42, -0.20, -0.82, 0.96, -0.38, -0.30, -0.46, 0.21, 0.02, 0.40, -0.02, 0.22, 0.40, -0.38, -0.22, 0.32, 0.30, 0.35, -0.17, -0.50, -0.42, -0.16, 0.29, 0.38, 0.31, 0.30, -0.13, -0.58, -0.06, -0.18, 0.43, 0.27, 0.37, -0.03, -0.20, -0.45, -0.52, -0.10, 0.29, 0.36, 0.31, 0.31, -0.20, -0.28, -0.39, -0.19, 0.29, 0.16, 0.26, 0.34, -0.17, -0.46, -0.54, -0.11, 0.30, 0.35, 0.36, 0.30],
  "e_tot_ha": -5367.40873,
  "multiplicity": 1,
  "homo_energy_ha": -0.350,
  "orbital_gap_ev": 10.06,
  "smiles": "CCCOBCC=O.ClCCCl.ClCCCl.ClCCCl.ClCCCl.ClCCCl"
}

***

2.
{
  "formula": "C15H31ClFeP2",
  "method": "the ωB97M-V functional and the def2-TZVPD basis",
  "symbols": ["P", "P", "C", "C", "H", "H", "H", "H", "C", "H", "H", "H", "C", "H", "H", "H", "C", "H", "H", "H", "C", "H", "H", "H", "Fe", "C", "C", "C", "C", "C", "C", "C", "C", "C", "H", "H", "H", "H", "H", "H", "H", "H", "H", "H", "H", "H", "H", "H", "H", "Cl"],
  "xyz": [[-0.2082, -1.6381, -5.5508], [0.1496, 1.9631, -5.3095], [-0.4686, -0.4176, -6.9106], [0.4004, 0.8646, -6.8200], [-1.5478, -0.1483, -7.0141], [-0.1450, -0.9602, -7.8240], [1.4951, 0.6828, -6.9298], [0.1027, 1.6003, -7.6145], [-1.4834, 2.6393, -5.6971], [-1.8365, 3.3015, -4.9046], [-2.2551, 1.8795, -5.9103], [-1.3173, 3.2135, -6.6137], [1.4457, 3.1284, -5.7269], [1.1115, 3.5825, -6.6600], [2.3835, 2.5630, -5.8953], [1.5597, 3.8729, -4.9367], [-1.3984, -2.8518, -6.1177], [-1.4642, -3.6776, -5.4109], [-1.0702, -3.2220, -7.0892], [-2.3914, -2.3927, -6.2257], [1.5123, -2.1693, -5.9130], [2.2224, -1.3254, -5.9296], [1.4965, -2.6435, -6.9014], [1.8210, -2.8793, -5.1368], [0.0743, 0.3832, -0.6495], [0.4743, 1.9772, -3.3859], [-0.8957, 1.5760, -3.0113], [-1.5691, 0.3838, -3.6085], [-1.7851, -0.9830, -2.8643], [-0.5902, -1.9434, -2.9239], [0.7330, -1.5942, -2.8937], [1.4544, -0.3984, -3.5100], [1.6240, 0.9911, -2.8362], [0.5032, -1.2712, 0.4251], [0.6586, 3.0749, -3.2781], [-1.5855, 2.4300, -2.8110], [-1.0966, 0.0609, -4.5638], [-2.5660, 0.7161, -3.9880], [-2.2261, -0.7595, -1.8584], [-2.6223, -1.5129, -3.3772], [-0.8195, -2.9656, -2.5922], [1.4068, -2.3463, -2.4426], [0.9772, -0.1267, -4.4786], [2.4675, -0.7865, -3.8008], [1.8986, 0.8655, -1.7231], [2.5913, 1.3947, -3.2327], [1.2899, -0.9335, 1.1195], [0.8436, -2.1298, -0.1765], [-0.3973, -1.5279, 0.9938], [-0.9630, 1.9954, 0.3074]],
  "lowdin_spin": [0.01, 0.01, 0.00, 0.01, 0.00, 0.00, 0.00, 0.00, 0.00, 0.00, 0.00, 0.00, 0.00, 0.00, 0.00, 0.00, 0.00, 0.00, 0.00, 0.00, 0.00, 0.00, 0.00, 0.00, 3.62, 0.01, 0.02, 0.00, 0.00, 0.03, 0.00, 0.00, 0.02, 0.06, 0.00, 0.00, 0.00, 0.00, 0.00, 0.00, 0.00, 0.00, 0.00, 0.00, 0.01, 0.00, 0.01, 0.01, 0.01, 0.15],
  "e_tot_ha": -2996.48377,
  "de_lowest_kcal_mol": 0.0,
  "multiplicity": 5,
  "homo_energy_ha": [-0.209, -0.215],
  "orbital_gap_ev": [5.85, 6.01]
}